# 1
132
Properties=species:S:1:pos:R:3:forces:R:3:mulliken_spin:R:1 method="wB97M-V/def2-TZVPD" s_squared=0.75 lumo_energy_ev="-2.67 / -9.42" charge=+1 energy_ev=-102843.32382 homo_energy_ev="-12.447 / -12.446" spin_multiplicity=2
C 7.231 1.014 1.271 1.09 -1.03 -0.11 0.0000
O 6.032 0.978 0.521 -2.58 1.23 -0.54 0.0001
C 4.837 0.981 1.174 0.33 0.14 1.94 -0.0003
O 4.698 0.767 2.389 -0.09 0.61 -4.05 0.0001
O 3.750 1.289 0.330 0.87 -1.38 1.85 -0.0003
C 3.889 1.742 -0.995 0.71 0.66 -0.85 0.0005
H 7.369 -0.037 1.525 0.46 0.34 0.98 0.0000
H 7.316 1.761 2.060 -0.77 -0.41 0.28 0.0000
H 8.051 1.263 0.598 -0.35 -0.01 -0.43 0.0000
H 4.714 1.305 -1.558 0.33 0.15 0.43 0.0002
H 3.948 2.830 -0.966 0.39 0.04 -0.17 0.0000
H 3.032 1.521 -1.632 -0.56 -0.40 0.62 -0.0008
C -3.692 5.045 -1.554 0.56 0.63 0.34 0.0004
O -4.063 3.716 -1.945 1.67 -1.04 -0.33 0.0010
C -3.057 2.929 -2.420 0.85 1.35 -2.02 -0.0021
O -1.922 3.314 -2.742 -1.93 -0.95 1.42 0.0050
O -3.538 1.708 -2.683 -1.03 1.62 1.65 -0.0002
C -2.989 0.893 -3.664 1.24 -0.95 -0.18 -0.0016
H -2.828 5.498 -2.040 -0.16 -0.56 -0.90 -0.0001
H -3.334 5.048 -0.525 -0.75 -0.10 0.36 0.0001
H -4.558 5.680 -1.740 0.07 -0.22 0.37 0.0001
H -3.374 -0.092 -3.398 -0.25 0.02 -0.68 0.0000
H -1.906 0.810 -3.571 0.18 0.26 0.02 0.0000
H -3.198 1.243 -4.674 -0.31 -0.14 0.10 0.0002
C 0.726 6.228 -5.870 -0.76 -0.50 -0.78 0.0000
O 1.180 4.973 -5.374 0.00 -0.91 0.86 0.0000
C 0.441 3.820 -5.337 -4.77 3.11 -4.38 0.0000
O -0.694 3.656 -5.878 3.72 0.44 2.08 0.0000
O 1.183 2.961 -4.798 2.60 -1.86 2.07 0.0000
C 0.993 1.562 -4.875 0.49 0.01 0.47 -0.0027
H 0.003 6.042 -6.664 -0.20 0.14 0.10 0.0000
H 1.583 6.723 -6.327 0.03 -0.06 0.36 0.0000
H 0.277 6.832 -5.081 0.11 -0.07 0.02 0.0000
H 1.887 1.121 -4.434 0.24 0.22 -0.04 0.0001
H 1.010 1.262 -5.923 -0.91 -0.24 0.20 -0.0001
H 0.200 1.297 -4.176 -0.58 -0.30 -0.89 0.0026
C 1.434 2.040 3.657 1.26 -0.81 -0.19 0.0007
O 1.081 3.105 4.462 -1.07 3.07 1.52 0.0002
C 1.904 4.199 4.627 0.03 0.02 -1.08 0.0000
O 3.099 4.161 4.378 -2.27 0.74 0.73 0.0000
O 1.097 5.312 4.985 1.84 -2.64 -1.18 0.0000
C 1.784 6.572 5.126 0.23 -0.41 1.00 0.0000
H 2.285 1.528 4.106 0.17 -0.17 -0.37 0.0001
H 1.685 2.386 2.655 0.19 -0.12 -0.14 0.0002
H 0.599 1.340 3.614 -0.12 0.23 0.10 -0.0006
H 0.971 7.290 5.236 0.31 0.05 -0.15 0.0000
H 2.507 6.832 4.352 -0.44 -0.30 -0.42 0.0000
H 2.365 6.509 6.046 -0.07 0.27 0.13 0.0000
C 1.790 10.170 -2.800 -0.34 0.01 1.41 0.0000
O 2.268 8.899 -3.201 0.09 -2.51 -0.41 0.0000
C 1.863 7.815 -2.456 -1.95 1.57 1.22 0.0000
O 1.000 7.870 -1.561 2.20 -0.20 -2.09 0.0000
O 2.504 6.717 -2.862 0.29 -0.09 0.01 0.0000
C 2.213 5.497 -2.153 -0.15 0.05 0.53 -0.0004
H 0.719 10.304 -2.951 -0.02 -0.30 -0.03 0.0000
H 2.302 10.983 -3.315 0.33 -0.54 -0.07 0.0000
H 2.011 10.143 -1.733 -0.31 1.02 0.10 0.0000
H 1.516 4.876 -2.715 -0.27 0.37 -0.03 0.0002
H 1.866 5.744 -1.150 -0.39 0.01 -0.17 0.0000
H 3.091 4.869 -1.996 0.51 0.58 -0.52 0.0000
C 2.056 -1.908 2.567 1.90 0.85 -1.14 0.0005
O 0.651 -1.820 2.615 -0.58 -0.44 2.66 0.0003
C 0.107 -1.698 3.914 4.69 0.43 2.94 0.0001
O 0.732 -1.659 5.019 -1.88 -0.45 -4.67 0.0001
O -1.138 -1.510 3.764 -2.19 0.15 -0.71 -0.0005
C -1.933 -1.233 4.913 -1.46 -0.62 0.33 0.0000
H 2.307 -1.507 1.585 0.01 0.14 -0.18 -0.0003
H 2.572 -2.868 2.566 -0.93 -0.62 0.41 0.0000
H 2.632 -1.292 3.257 -0.68 0.16 0.40 0.0000
H -1.871 -2.007 5.678 1.01 0.35 0.24 0.0000
H -2.962 -1.414 4.601 -0.03 0.55 -0.48 0.0000
H -1.820 -0.200 5.243 0.28 -0.31 0.16 0.0000
C -0.959 -1.624 -0.263 0.65 -0.81 0.54 -0.0031
O -0.925 -0.276 0.355 0.58 1.25 -2.34 0.0896
C -0.347 0.739 -0.294 -2.21 -3.05 3.38 -0.0448
O 0.112 0.696 -1.439 0.68 -0.77 -2.55 0.8880
O -0.265 1.764 0.388 -0.49 1.96 0.66 0.0636
C 0.160 3.072 -0.177 0.21 0.19 1.47 0.0223
H -1.762 -2.206 0.189 -0.10 0.56 0.21 0.0049
H -0.009 -2.045 0.066 -0.11 -0.28 -0.37 -0.0063
H -1.098 -1.666 -1.343 0.12 0.59 0.08 -0.0070
H 0.663 3.408 0.730 0.75 0.46 -0.69 0.0066
H -0.708 3.726 -0.263 -0.09 -0.52 -0.61 0.0037
H 0.757 2.907 -1.074 -0.09 0.42 0.25 -0.0215
C 2.807 -1.913 -2.461 -0.27 -0.43 0.20 -0.0014
O 3.283 -2.920 -3.328 0.13 -0.15 -1.84 0.0004
C 3.150 -4.209 -3.086 0.93 -5.34 -1.40 -0.0001
O 3.281 -5.168 -3.917 -0.51 4.48 2.81 0.0003
O 2.967 -4.451 -1.775 -0.57 0.67 -0.03 -0.0001
C 3.165 -5.739 -1.148 0.28 0.44 -0.12 0.0000
H 2.585 -1.026 -3.056 0.21 -0.12 -0.18 -0.0003
H 3.593 -1.691 -1.740 -0.38 0.05 0.34 0.0001
H 1.870 -2.294 -2.054 0.11 0.36 0.64 0.0023
H 2.716 -6.620 -1.606 -0.12 0.46 -0.53 0.0000
H 2.715 -5.595 -0.165 0.26 -0.13 -0.01 0.0000
H 4.246 -5.863 -1.089 -0.11 -0.28 0.20 0.0000
C -3.034 -4.199 2.955 1.12 -0.41 -0.04 0.0000
O -4.069 -4.596 3.831 -0.68 1.74 -2.51 -0.0001
C -3.791 -5.185 4.922 0.70 -1.41 3.36 0.0000
O -2.678 -5.486 5.357 -2.32 0.39 -0.77 0.0000
O -5.030 -5.350 5.520 1.33 0.63 -0.69 0.0000
C -5.151 -6.349 6.482 0.29 -1.38 0.89 0.0000
H -2.339 -3.472 3.375 -0.48 0.29 0.29 -0.0001
H -3.489 -3.811 2.043 0.00 -0.19 0.16 0.0001
H -2.382 -5.058 2.796 -0.18 -0.22 -0.48 0.0000
H -6.060 -6.240 7.074 0.03 0.49 -0.26 0.0000
H -4.299 -6.388 7.160 0.05 0.14 -0.03 0.0000
H -5.226 -7.315 5.982 0.05 -0.14 0.00 0.0000
C -3.657 -5.541 -1.031 -0.45 1.46 0.38 0.0000
O -5.014 -4.977 -1.049 1.01 -0.40 -0.65 0.0000
C -5.130 -3.711 -0.662 -2.03 -0.66 -0.04 0.0000
O -4.329 -3.025 -0.102 1.20 0.59 0.14 -0.0001
O -6.404 -3.368 -0.926 -0.47 0.52 0.14 0.0000
C -6.806 -2.006 -0.658 0.57 0.63 0.17 0.0000
H -2.952 -4.783 -1.374 -0.02 0.02 -0.05 0.0000
H -3.591 -6.379 -1.725 -0.49 -0.03 0.49 0.0000
H -3.440 -5.713 0.023 0.24 -0.67 -0.22 0.0000
H -7.880 -1.819 -0.658 -0.07 -1.07 -0.43 0.0000
H -6.375 -1.365 -1.427 0.10 0.05 0.09 0.0000
H -6.507 -1.646 0.326 0.50 -0.31 -0.03 0.0000
C -0.967 -8.149 -1.352 -1.20 0.65 -3.56 0.0000
O -0.411 -7.640 -0.226 1.55 1.03 3.21 0.0000
C -0.200 -6.314 -0.002 -0.39 -0.32 0.05 0.0000
O -0.311 -5.401 -0.793 0.07 -0.82 0.45 0.0002
O 0.116 -6.185 1.311 0.87 -0.78 -0.52 0.0000
C 0.520 -4.900 1.789 -0.91 1.25 -0.71 0.0001
H -0.430 -7.814 -2.240 0.05 0.41 -0.15 0.0000
H -1.992 -7.794 -1.454 -0.11 -0.11 -0.05 0.0000
H -0.982 -9.225 -1.531 0.33 -0.15 1.41 0.0000
H -0.421 -4.361 1.903 0.23 0.40 0.31 -0.0002
H 1.129 -4.318 1.098 -0.08 -0.36 -0.56 -0.0001
H 1.094 -4.852 2.715 -0.38 -1.15 0.13 0.0000

# 2
116
Properties=species:S:1:pos:R:3:forces:R:3:lowdin_charge:R:1 method="wB97M-V/def2-TZVPD" lumo_energy_ev=-3.62 charge=+1 energy_ev=-78081.48371 homo_energy_ev=-10.825
C 0.936 -3.514 0.131 0.88 0.04 -0.31 -0.0834
C 1.263 -3.228 -1.419 -0.56 -0.91 0.52 -0.1844
C 0.047 -2.552 -2.179 0.22 -2.64 0.74 -0.1334
O 0.223 -1.141 -2.482 -0.66 -0.39 -0.26 -0.0409
N 0.572 -0.434 -1.399 3.20 3.11 4.18 -0.0095
C -0.182 -0.007 -0.260 0.03 0.07 0.59 -0.0520
C -1.694 -0.356 -0.177 -0.15 -0.07 0.82 -0.0866
C -2.700 0.878 -0.179 -0.41 -0.06 -0.25 -0.1494
C -2.071 2.294 -0.470 -0.39 0.98 0.34 -0.0745
C -1.790 3.064 0.883 -0.86 0.53 1.39 -0.4554
O -2.619 3.064 1.776 0.87 -0.59 -1.27 0.0888
O -0.632 3.807 1.103 -0.24 -1.52 -0.85 0.0512
C 0.719 0.681 0.624 -1.79 -1.33 -1.89 -0.1687
F 0.406 1.206 1.832 1.07 -0.79 -2.00 0.1173
N 2.014 0.713 -0.004 -2.84 -1.03 -0.46 -0.3217
Cl 3.395 1.464 0.663 -0.84 -0.64 -0.53 0.8968
C 1.868 0.040 -1.197 0.65 -1.20 -2.17 -0.1656
C 2.971 -0.202 -2.273 0.94 0.68 0.97 -0.0889
C 3.610 1.177 -2.769 -0.62 -0.08 -1.03 -0.1626
C 2.613 2.061 -3.636 -0.47 0.07 -0.13 -0.3838
C 1.772 1.237 -4.700 0.29 0.63 -0.17 -0.0808
C 1.588 2.899 -2.761 0.28 -0.33 0.34 -0.0797
H 0.706 -4.611 0.288 -0.02 1.32 -0.16 0.0740
H 0.089 -2.871 0.508 0.91 -0.70 -0.31 0.0623
H 1.872 -3.313 0.735 -1.17 -0.11 -0.48 0.0799
H 2.239 -2.691 -1.555 -1.03 -0.33 0.08 0.0904
H 1.409 -4.257 -1.872 -0.10 1.34 0.26 0.1204
H -0.114 -3.143 -3.130 0.23 1.54 0.64 0.1452
H -0.876 -2.763 -1.554 0.94 0.74 -0.72 0.1199
H -1.860 -0.922 0.792 0.30 0.58 -1.11 0.1341
H -2.027 -1.057 -1.001 0.94 0.86 0.83 0.1151
H -3.489 0.692 -0.971 1.05 0.15 0.84 0.1238
H -3.267 0.862 0.799 0.78 0.41 -1.08 0.1243
H -1.202 2.304 -1.179 -0.70 -0.18 0.80 0.1014
H -2.885 2.904 -0.976 0.98 -0.59 0.64 0.1289
H -0.488 3.793 2.075 -0.48 0.37 -0.66 0.1248
H 3.822 -0.774 -1.792 -1.01 0.51 -0.28 0.1316
H 2.618 -0.844 -3.133 0.03 0.97 1.16 0.1253
H 4.008 1.804 -1.924 -0.34 -0.83 -0.84 0.0758
H 4.465 0.898 -3.452 -0.76 0.22 0.87 0.1264
H 3.265 2.772 -4.230 -0.73 -0.66 0.78 0.1388
H 2.449 0.858 -5.528 -0.91 0.27 0.95 0.0942
H 1.170 0.394 -4.257 0.70 0.81 -0.38 0.0600
H 1.025 1.960 -5.147 0.86 -0.89 0.30 0.0902
H 1.200 3.802 -3.310 0.43 -0.94 0.50 0.0904
H 0.691 2.255 -2.501 0.91 0.68 -0.25 0.0604
H 2.057 3.244 -1.787 -0.52 -0.25 -1.10 0.0780
C -6.391 5.366 -7.564 -0.03 0.06 0.21 -0.1059
O -6.174 5.144 -6.184 0.27 -0.09 -0.12 -0.2045
C -6.266 3.770 -5.836 0.00 0.44 0.21 -0.1994
C -5.487 3.491 -4.561 -0.01 -0.21 -0.12 -0.1782
O -4.076 3.405 -4.764 -0.05 0.19 0.05 -0.1408
C -3.399 4.636 -5.015 0.17 -0.19 0.16 -0.1755
C -3.279 5.519 -3.782 -0.37 0.37 -0.40 -0.2021
O -4.500 6.200 -3.538 -0.04 -0.29 0.21 -0.1991
C -4.641 6.584 -2.185 -0.04 0.06 -0.25 -0.1042
H -7.406 5.069 -7.847 0.03 -0.04 -0.14 0.0896
H -6.264 6.431 -7.759 -0.05 -0.04 0.10 0.0902
H -5.656 4.816 -8.161 -0.09 -0.07 -0.08 0.0874
H -5.870 3.142 -6.644 0.00 -0.03 0.03 0.1274
H -7.324 3.533 -5.681 -0.04 -0.25 0.01 0.1281
H -5.785 2.504 -4.195 0.07 -0.01 -0.11 0.1240
H -5.729 4.205 -3.772 -0.04 0.17 -0.19 0.1195
H -3.846 5.168 -5.855 -0.13 0.15 0.17 0.1219
H -2.388 4.350 -5.321 -0.04 -0.06 0.08 0.1223
H -2.504 6.279 -3.949 0.22 -0.14 0.04 0.1282
H -3.001 4.903 -2.919 0.03 -0.05 0.02 0.1113
H -4.617 5.703 -1.532 0.09 0.03 0.10 0.0816
H -5.610 7.069 -2.069 0.08 0.00 -0.09 0.0925
H -3.852 7.287 -1.899 0.01 -0.03 0.14 0.0896
C -2.443 -9.936 -0.994 0.07 -0.07 0.23 -0.1072
O -1.700 -9.697 0.185 -0.09 0.30 -0.12 -0.2028
C -0.389 -9.222 -0.089 -0.26 -0.20 0.41 -0.2005
C 0.154 -8.444 1.098 0.16 0.07 -0.19 -0.1732
O -0.367 -7.118 1.197 -0.13 -0.09 -0.01 -0.1522
C -1.724 -7.007 1.628 0.14 0.21 0.14 -0.1775
C -1.914 -7.312 3.106 -0.30 -0.44 -0.24 -0.2016
O -1.923 -8.715 3.325 0.31 0.07 0.00 -0.2033
C -1.561 -9.055 4.649 -0.11 -0.05 -0.17 -0.1055
H -1.976 -10.726 -1.591 -0.04 0.05 -0.13 0.0897
H -3.444 -10.256 -0.703 0.10 -0.03 0.06 0.0907
H -2.533 -9.018 -1.585 0.05 -0.04 -0.12 0.0851
H -0.394 -8.573 -0.974 0.03 0.01 0.00 0.1237
H 0.248 -10.091 -0.283 0.22 0.07 -0.11 0.1286
H 1.231 -8.319 0.952 -0.06 0.07 -0.07 0.1260
H 0.025 -8.988 2.035 -0.21 -0.08 -0.11 0.1217
H -2.387 -7.602 1.000 0.01 -0.19 0.18 0.1205
H -1.991 -5.958 1.466 0.10 0.00 0.06 0.1197
H -2.883 -6.918 3.439 0.05 0.24 0.02 0.1279
H -1.113 -6.836 3.683 0.02 0.04 -0.02 0.1262
H -0.553 -8.691 4.876 -0.03 0.07 0.11 0.0875
H -1.559 -10.142 4.731 -0.08 0.07 -0.07 0.0913
H -2.281 -8.644 5.364 0.08 0.01 0.11 0.0892
C 3.674 3.366 3.225 -0.07 0.22 0.56 -0.1528
O 3.866 3.137 4.599 0.22 -0.06 -0.34 -0.1882
C 3.778 1.757 4.936 -0.01 0.37 0.31 -0.1913
C 4.535 1.471 6.223 0.15 -0.23 -0.05 -0.1742
O 5.947 1.394 6.045 -0.21 0.20 -0.11 -0.1285
C 6.624 2.630 5.818 0.22 -0.16 0.22 -0.1747
C 6.719 3.503 7.059 -0.31 0.32 -0.34 -0.1973
O 5.488 4.179 7.285 -0.10 -0.26 0.12 -0.2086
C 5.322 4.553 8.639 -0.03 0.03 -0.20 -0.1071
H 2.665 3.064 2.921 0.00 -0.05 -0.15 0.0576
H 3.797 4.433 3.037 -0.03 -0.04 0.06 0.0992
H 4.426 2.824 2.637 0.02 -0.06 -0.06 0.0414
H 4.192 1.139 4.130 0.03 -0.02 0.01 0.1208
H 2.718 1.514 5.071 -0.06 -0.22 -0.01 0.1267
H 4.235 0.480 6.574 0.06 0.00 -0.10 0.1291
H 4.275 2.177 7.014 -0.06 0.17 -0.20 0.1226
H 6.191 3.168 4.973 -0.12 0.15 0.16 0.1169
H 7.641 2.350 5.528 -0.05 -0.07 0.10 0.1277
H 7.494 4.265 6.912 0.20 -0.14 0.04 0.1287
H 6.983 2.882 7.922 0.02 -0.04 -0.02 0.1289
H 5.337 3.668 9.285 0.10 0.05 0.09 0.0884
H 4.349 5.034 8.740 0.08 0.01 -0.10 0.0892
H 6.102 5.257 8.944 0.00 -0.04 0.14 0.0897